[1]
# C55H63Cl3N11O5S4Ti

C55H63Cl3N11O5S4Ti as an isolated structure at a distorted geometry (ωB97M-V/def2-TZVPD, the Open Molecules 2025 dataset).

Positions of all 142 atoms, in Å:
Ti: -0.046 -0.562 0.990
Cl: 1.945 1.308 -6.885
Cl: -5.648 -2.150 -4.346
Cl: -2.268 -1.982 -7.166
S: 4.164 2.180 0.947
S: -5.012 0.603 -5.272
S: -3.173 -2.200 1.341
S: 1.542 1.163 2.134
O: -2.415 -3.088 -4.351
O: -4.161 -1.245 1.799
O: -1.797 -1.641 1.491
O: 0.691 -1.730 2.270
O: -3.388 -2.720 0.009
N: -1.648 -0.248 -0.807
N: -1.342 1.033 2.235
N: 1.380 1.958 -2.117
N: 2.817 0.231 -0.029
N: -0.188 2.052 -0.403
N: 1.280 3.867 -0.829
N: -0.469 -3.899 -2.346
N: -0.520 0.304 4.278
N: -1.159 2.511 4.089
N: -0.164 -2.689 -0.526
N: 1.775 -0.748 0.116
C: 2.375 -4.792 3.050
C: -3.691 3.299 0.280
C: -3.199 -3.569 2.469
C: -2.469 2.594 0.540
C: 5.113 -1.294 3.774
C: 0.799 2.615 -1.079
C: 3.440 -2.052 -1.088
C: -4.534 -0.857 -4.527
C: 6.950 0.067 4.503
C: 1.555 4.813 -1.897
C: 1.469 -2.751 2.122
C: 2.759 1.085 0.933
C: -4.222 0.070 -0.944
C: -4.827 3.149 1.117
C: -0.442 -4.359 -3.730
C: -0.786 -1.548 -6.371
C: 2.743 2.181 -2.565
C: -0.302 -2.299 -5.301
C: 2.985 -4.150 0.826
C: 3.061 -5.058 1.848
C: -3.239 -0.843 -4.113
C: -1.635 3.584 -1.527
C: -0.111 -0.442 -6.860
C: -2.827 4.291 -1.731
C: 0.950 -1.943 -4.807
C: 4.434 2.287 2.728
C: -3.463 1.286 -5.030
C: 4.498 -0.180 3.226
C: -2.625 0.412 -4.410
C: -0.135 -2.695 -1.827
C: -4.798 2.304 2.178
C: -3.611 1.615 2.461
C: -1.134 -1.001 4.368
C: -2.534 -1.984 -3.449
C: 1.079 4.470 0.468
C: -0.530 -3.964 -0.156
C: -1.120 -3.466 -4.763
C: 6.341 -1.176 4.415
C: 6.329 1.183 3.952
C: -1.619 2.637 5.456
C: 0.570 0.562 5.195
C: -2.766 -0.039 -0.950
C: -2.461 1.761 1.725
C: -1.177 3.737 3.327
C: -3.841 4.155 -0.840
C: 1.660 -0.851 -5.284
C: -1.387 2.777 -0.422
C: 2.220 -2.972 0.939
C: 1.613 -3.665 3.195
C: 0.703 0.857 -2.763
C: 5.103 1.072 3.308
C: 2.378 -1.909 -0.034
C: -1.054 1.282 3.493
C: -0.702 -4.728 -1.262
C: 1.103 -0.092 -6.295
H: 6.812 2.152 4.015
H: 3.467 2.475 3.201
H: -4.543 0.835 -1.648
H: -3.525 -3.212 3.443
H: -3.060 -2.339 -2.556
H: -1.007 -5.751 -1.392
H: -0.881 3.635 -2.304
H: -2.195 4.106 3.166
H: 2.449 -5.492 3.874
H: -4.527 0.342 0.069
H: 6.820 -2.047 4.843
H: 3.535 -0.281 2.734
H: 5.056 3.172 2.863
H: 1.080 -3.455 4.113
H: 1.867 5.207 0.627
H: -3.257 2.291 -5.358
H: 3.546 -4.333 -0.080
H: -2.204 -4.006 2.547
H: -0.715 3.564 2.364
H: 0.105 4.968 0.539
H: 3.659 -5.952 1.740
H: 0.584 -4.566 -4.047
H: -1.739 1.657 5.908
H: -0.604 4.497 3.865
H: -1.787 -1.151 3.516
H: -5.724 3.699 0.862
H: -4.788 4.662 -0.978
H: -4.655 -0.899 -1.188
H: -0.367 -1.779 4.353
H: -1.706 -1.086 5.300
H: 1.322 -0.045 -2.699
H: 1.399 -0.112 4.964
H: 2.625 -0.590 -4.872
H: 2.769 2.588 -3.580
H: 0.879 5.668 -1.795
H: 0.122 -1.837 -2.422
H: 0.923 1.583 5.078
H: -2.588 3.145 5.473
H: -3.905 -4.300 2.081
H: 0.540 1.083 -3.822
H: 3.425 -1.199 -1.759
H: -3.595 0.905 3.277
H: 1.406 -2.536 -4.028
H: -2.939 4.912 -2.611
H: 7.908 0.172 4.996
H: 3.243 -2.972 -1.649
H: -0.527 0.131 -7.675
H: -1.293 -4.128 -5.617
H: 4.627 -2.260 3.698
H: -0.246 0.671 -2.269
H: -0.975 -5.308 -3.728
H: -1.556 -1.622 -3.132
H: 3.251 2.865 -1.895
H: -1.598 0.642 -4.157
H: 2.585 5.177 -1.858
H: -5.674 2.147 2.794
H: 0.265 0.403 6.236
H: -0.634 -4.248 0.877
H: 1.170 3.696 1.227
H: 1.380 4.363 -2.869
H: 4.441 -2.130 -0.663
H: 3.281 1.231 -2.546
H: -0.915 3.217 6.060

molar mass	1240.68	g/mol
<S²>	0.756
charge	0
frontier orbital gap (alpha / beta)	0.2560 / 0.2528	hartree
E_HOMO (alpha / beta)	-6.87 / -6.88	eV
energy relative to the best compared isomer or geometry (same formula, charge and spin)	1.1846	eV
2S+1	2

[2]
# C55H68BN6P3S5Ti

C55H68BN6P3S5Ti as an isolated structure (ωB97M-V/def2-TZVPD, the Open Molecules 2025 dataset).

Positions of all 139 atoms, in Å:
Ti: -0.481 -1.479 0.294
S: 1.165 -3.106 -0.737
S: 0.224 -0.505 -2.315
S: -1.646 0.456 0.365
S: -2.033 -2.659 -1.109
S: 3.677 -1.436 1.193
P: -0.132 -3.249 2.181
P: -3.464 -1.747 0.046
P: -2.440 -0.465 3.022
N: 3.010 2.006 -2.277
N: 1.183 1.453 0.116
N: 1.783 0.186 0.168
N: 2.091 1.060 -2.212
N: 2.926 -1.320 -1.699
N: 4.042 -0.854 -2.262
C: -4.303 -3.715 1.831
C: 5.796 -0.167 -4.413
C: 2.623 -2.602 -1.513
C: -4.392 3.153 2.370
C: 0.595 2.008 -3.772
C: -6.324 -4.601 0.144
C: -4.717 0.846 -2.816
C: 4.192 4.188 -4.748
C: -0.743 -4.811 1.442
C: 2.386 0.576 2.475
C: -6.338 -1.604 3.814
C: -5.215 -1.089 3.190
C: 3.008 0.125 3.763
C: -6.081 -5.252 1.346
C: -4.960 -2.401 5.614
C: -2.371 -0.911 1.210
C: -4.462 -0.616 -0.924
C: 6.912 -0.300 -2.173
C: -4.548 -3.052 0.629
C: 1.211 2.216 1.138
C: 1.945 4.554 1.140
C: -3.916 1.867 2.152
C: 3.561 -3.570 -1.950
C: -4.029 3.845 3.521
C: -3.957 -0.067 -2.101
C: -3.062 1.262 3.075
C: 1.564 -3.686 2.670
C: 6.201 -1.108 -3.269
C: -5.974 1.218 -2.356
C: 2.589 -0.205 1.243
C: -2.698 1.968 4.219
C: -3.945 -1.242 3.747
C: 2.747 2.974 -3.132
C: -0.936 -3.305 3.806
C: -5.559 -3.501 -0.221
C: -3.186 3.250 4.447
C: -5.733 -0.253 -0.473
C: 4.710 -3.100 -2.513
C: -3.834 -1.888 4.975
C: 3.759 4.102 -3.276
C: -0.333 3.979 2.032
C: 0.716 3.647 0.969
C: 0.123 3.875 -0.420
C: -6.484 0.667 -1.187
C: 3.079 5.415 -2.854
C: 4.985 3.860 -2.399
C: 0.939 1.014 -2.850
C: 1.551 2.978 -3.899
C: 7.138 -2.190 -3.803
C: 3.307 -5.037 -1.773
C: 4.939 -1.716 -2.663
C: 1.745 1.751 2.394
C: -6.210 -2.270 5.028
C: -0.712 1.994 -4.510
C: -5.070 -4.810 2.190
B: 1.962 -0.210 -1.312
H: 6.690 0.282 -4.848
H: -2.011 -3.170 3.738
H: -2.980 -0.369 -2.459
H: 2.200 5.639 -3.465
H: -0.533 -2.533 4.458
H: -0.198 4.915 -0.500
H: 1.391 3.786 -4.603
H: -2.903 3.783 5.347
H: -0.745 3.237 -0.603
H: -4.886 -5.314 3.131
H: -1.463 2.547 -3.941
H: -2.861 -1.988 5.446
H: 6.668 -2.793 -4.584
H: 1.658 5.595 0.979
H: 3.362 4.436 -5.415
H: -6.152 -0.703 0.419
H: 5.268 -0.706 -5.205
H: 5.653 4.718 -2.486
H: 2.769 5.377 -1.807
H: -1.181 3.295 1.980
H: -1.076 0.976 -4.646
H: 5.460 -3.805 -2.848
H: 0.858 3.682 -1.205
H: 1.663 2.379 3.273
H: -5.750 -3.006 -1.165
H: -0.617 2.464 -5.487
H: -4.403 4.846 3.692
H: -0.492 -5.628 2.121
H: 2.371 4.479 2.143
H: 8.016 -1.716 -4.241
H: -4.334 1.263 -3.740
H: 1.515 -4.607 3.253
H: 2.199 -3.828 1.801
H: 4.115 -5.620 -2.212
H: 7.805 0.172 -2.586
H: 2.557 0.656 4.600
H: 7.492 -2.854 -3.011
H: -7.086 -2.668 5.524
H: -5.055 3.612 1.647
H: 6.255 0.478 -1.779
H: -4.225 1.342 1.252
H: -0.731 -4.289 4.231
H: -6.686 -6.105 1.629
H: 2.907 -0.949 3.909
H: 4.942 4.973 -4.858
H: 5.530 2.965 -2.710
H: -7.110 -4.949 -0.514
H: -1.823 -4.772 1.309
H: 3.781 6.242 -2.970
H: 4.636 3.248 -5.084
H: 2.725 4.294 0.419
H: 4.080 0.331 3.755
H: 4.716 3.736 -1.348
H: -7.472 0.940 -0.842
H: 0.076 3.945 3.044
H: -0.287 -5.002 0.474
H: -7.317 -1.477 3.367
H: -0.707 4.992 1.869
H: 5.148 0.631 -4.044
H: 2.364 -5.331 -2.237
H: 1.995 -2.898 3.287
H: -2.032 1.511 4.944
H: -4.859 -2.896 6.571
H: -6.567 1.927 -2.920
H: 3.231 -5.284 -0.712
H: -5.331 -0.528 2.270
H: 7.221 -0.942 -1.344
H: -3.537 -3.358 2.503

molar mass	1125.13	g/mol
charge	+2
frontier orbital gap	0.2626	hartree
E_HOMO	-12.60	eV
energy relative to the best compared isomer or geometry (same formula, charge and spin)	1.4546	eV

[3]
# C55H73F5Ge2O4PS3SeTa

C55H73F5Ge2O4PS3SeTa as an isolated structure at a distorted geometry (ωB97M-V/def2-TZVPD, the Open Molecules 2025 dataset).

Positions of all 145 atoms, in Å:
Ta: -0.257 -0.594 0.478
Se: 0.251 2.182 0.714
Ge: 0.344 -3.160 0.093
Ge: -0.595 -4.099 -2.015
S: -2.258 -0.600 4.180
S: -2.301 0.243 1.904
S: 0.746 -1.013 2.626
P: -0.306 -0.422 4.305
F: -5.143 0.767 2.675
F: -2.336 -2.331 0.554
F: -4.415 -4.068 0.310
F: -6.876 -3.327 1.213
F: -7.227 -0.906 2.359
O: -1.301 0.197 -0.887
O: 1.436 -0.285 -0.289
O: 0.170 1.036 4.671
O: 0.415 -1.336 5.340
C: -3.741 6.035 -2.144
C: -2.328 5.527 -4.154
C: 5.230 -0.675 -2.696
C: -2.697 1.728 -2.209
C: -2.445 -3.511 -2.330
C: -5.846 -2.511 1.350
C: 4.373 -1.365 -0.481
C: -4.752 1.191 -3.619
C: -6.021 -1.268 1.939
C: -4.171 -0.235 -1.696
C: -2.710 -0.228 -3.754
C: 3.347 0.604 -1.552
C: -1.678 1.458 -1.287
C: -4.947 -0.415 2.097
C: -0.899 -6.115 3.671
C: -3.548 -2.009 1.050
C: 4.021 4.154 -3.926
C: 3.925 1.771 -2.039
C: 2.202 0.753 -0.757
C: -1.121 -3.967 2.615
C: 1.701 -0.530 7.216
C: -2.367 5.540 -2.619
C: -1.221 3.846 -1.082
C: 2.406 3.181 -0.887
C: 0.443 -1.267 6.812
C: -0.157 -6.555 2.580
C: 4.689 -5.068 0.535
C: 4.139 -4.324 1.572
C: -1.392 -4.821 3.680
C: -0.739 -6.045 -1.814
C: 1.789 2.035 -0.416
C: -1.011 2.533 -0.701
C: -2.132 4.130 -2.088
C: -1.294 6.514 -2.127
C: 3.996 -5.195 -0.659
C: -0.817 -0.670 7.400
C: 4.156 4.269 -2.401
C: 2.961 -1.653 -2.576
C: -3.678 -0.774 1.660
C: 3.475 3.064 -1.757
C: -0.481 2.317 4.376
C: -0.343 -4.371 1.532
C: 0.644 3.317 4.217
C: 2.908 -3.706 1.409
C: 0.118 -5.693 1.529
C: -2.867 3.056 -2.588
C: -4.591 -2.891 0.889
C: 2.210 -3.803 0.205
C: 2.767 -4.562 -0.821
C: -1.425 2.686 5.502
C: 3.969 -0.762 -1.835
C: 0.389 -3.651 -3.652
C: 5.644 4.283 -2.016
C: 3.526 5.587 -1.951
C: -3.577 0.628 -2.815
H: 5.030 -0.255 -3.684
H: -3.389 -0.732 -1.133
H: 5.646 -5.558 0.660
H: 2.698 -1.201 -3.536
H: 6.168 3.403 -2.394
H: 0.244 4.286 3.918
H: -2.423 6.547 -4.534
H: 5.761 4.310 -0.930
H: 2.033 4.147 -0.575
H: 4.796 -2.365 -0.616
H: -2.219 1.948 5.611
H: -1.383 5.115 -4.516
H: -1.212 -6.284 -0.862
H: -0.084 -4.204 -4.466
H: -3.630 3.273 -3.322
H: 4.405 -5.799 -1.462
H: 3.525 -1.448 0.192
H: -1.516 -2.962 2.658
H: -4.754 0.384 -1.007
H: -5.385 1.838 -3.007
H: -4.421 1.745 -4.499
H: -2.343 0.382 -4.583
H: 4.496 3.246 -4.304
H: -0.903 0.391 7.159
H: 1.806 -0.554 8.301
H: 0.223 -7.569 2.558
H: 1.443 -3.924 -3.614
H: 2.483 -3.155 2.239
H: -0.775 -0.771 8.485
H: 0.720 -6.047 0.700
H: -1.848 -0.649 -3.234
H: 6.130 5.167 -2.436
H: 3.595 5.715 -0.868
H: -0.875 2.770 6.441
H: 2.577 -1.000 6.771
H: 2.969 4.135 -4.222
H: 0.220 -6.563 -1.875
H: 2.045 -1.801 -2.006
H: -3.781 6.075 -1.052
H: -0.295 6.193 -2.437
H: 0.312 -2.584 -3.869
H: 4.056 6.420 -2.416
H: -1.883 3.653 5.282
H: 1.171 3.431 5.167
H: 5.127 -0.731 -0.005
H: -2.629 -2.487 -2.012
H: -3.933 7.038 -2.532
H: 6.015 -0.092 -2.209
H: 1.359 2.982 3.467
H: -4.542 5.377 -2.490
H: -1.476 7.501 -2.556
H: 0.515 -2.313 7.100
H: -1.709 -1.190 7.047
H: 4.500 5.009 -4.409
H: -1.309 6.625 -1.040
H: 3.405 -2.632 -2.761
H: -0.665 4.627 -0.580
H: -2.646 -3.577 -3.401
H: -1.041 2.213 3.445
H: 5.614 -1.687 -2.839
H: 1.654 0.509 6.889
H: 2.475 5.653 -2.248
H: 4.660 -4.242 2.519
H: -3.301 -1.049 -4.167
H: -3.144 4.941 -4.583
H: -1.976 -4.464 4.521
H: 4.788 1.665 -2.681
H: -4.830 -0.999 -2.118
H: -5.363 0.359 -3.972
H: -1.080 -6.777 4.508
H: -3.134 -4.176 -1.810
H: -1.381 -6.405 -2.622
H: 2.233 -4.677 -1.757

molar mass	1425.48	g/mol
<S²>	0.755
charge	+1
frontier orbital gap (alpha / beta)	0.2453 / 0.2148	hartree
E_HOMO (alpha / beta)	-10.05 / -10.07	eV
energy relative to the best compared isomer or geometry (same formula, charge and spin)	0.0000	eV
2S+1	2